(1)
Formula: C2H2N2O
Source: the OMol25 dataset
Level of theory: the ωB97M-V functional and the def2-TZVPD basis

Its LUMO energy is 0.0286 Eh. The charge is 0. The calculation puts the HOMO energy at -10.61 eV. Its energy above the lowest of the compared OMol25 structures with the same formula, charge and spin is 4.153 eV. The orbital gap comes out at 11.391 eV. The molar mass is 70.05 g mol⁻¹. As for the structure (SMILES): N#CN1CO1.

The geometry in XYZ format:
```
7
Properties=species:S:1:pos:R:3:forces:R:3:mulliken_charge:R:1
N -2.39585 0.83778 0.24583 -0.6 0.4 -0.2 -0.347
C -1.45600 0.28835 -0.11258 0.8 -0.9 1.5 0.403
N -0.35346 -0.38718 -0.51057 1.2 1.5 -1.9 -0.263
C 0.97798 -0.04164 0.05084 -2.2 -0.8 -1.4 -0.026
O 0.38201 -1.26343 0.31900 -0.8 -0.7 2.5 -0.272
H 1.65568 -0.20011 -0.69402 2.2 0.2 -1.9 0.197
H 1.18964 0.76623 0.70150 -0.6 0.3 1.3 0.308
```
Forces are in eV/Å.

---

(2)
Formula: C3H8N3OS
Source: the OMol25 dataset
Level of theory: the ωB97M-V functional and the def2-TZVPD basis

Its LUMO energy is -0.1835 Eh. The charge is +1. The calculation puts the HOMO energy at -12.60 eV. Its energy above the lowest of the compared OMol25 structures with the same formula, charge and spin is 3.867 eV. The orbital gap comes out at 7.603 eV. The molar mass is 134.18 g mol⁻¹.

The geometry in XYZ format:
```
16
Properties=species:S:1:pos:R:3:forces:R:3:mulliken_charge:R:1
C -0.02035 -0.08462 -2.80392 -4.9 -1.8 -1.1 0.098
C -0.35748 -0.02621 0.50305 0.1 0.9 1.8 0.581
C 1.91092 0.62403 1.58368 -1.4 0.8 0.6 -0.805
N 0.95480 0.23643 0.44239 1.5 0.6 3.0 -0.133
N -0.71734 -0.69827 -0.52289 -0.4 -0.1 -1.1 -0.269
N -1.96720 -0.79703 -0.95813 -3.6 0.6 1.2 -0.499
O -1.20469 0.43884 1.48596 0.7 -0.7 -1.1 -0.501
S -1.39250 -0.55345 -3.30036 2.9 1.2 0.7 -0.004
H 0.90372 0.33871 -2.71561 2.2 0.8 0.1 0.481
H 1.42525 1.23677 2.44174 0.3 -0.5 -2.1 0.297
H 2.39559 -0.13835 2.21354 -0.3 -0.6 -1.1 0.316
H 2.66515 1.22206 1.08639 0.1 0.2 0.3 0.294
H 1.30275 -0.27875 -0.35526 0.7 0.2 0.4 0.211
H -2.76018 -0.20014 -0.49597 2.1 -1.3 -0.9 0.268
H -2.24136 -1.76487 -1.02279 -0.3 -0.2 0.2 0.306
H -0.89706 0.44482 2.41819 0.3 0.0 -1.0 0.360
```
Forces are in eV/Å.

---

(3)
Formula: C5H12LuMgO3
Source: the OMol25 dataset
Level of theory: the ωB97M-V functional and the def2-TZVPD basis

Its LUMO energy (alpha / beta) is -0.1490 / -0.1490 Eh. The charge is +1. The calculation puts the HOMO energy (alpha / beta) at -8.84 / -8.84 eV. The orbital gap (alpha / beta) comes out at 4.788 / 4.788 eV. The molar mass is 319.42 g mol⁻¹.

The geometry in XYZ format:
```
22
Properties=species:S:1:pos:R:3:forces:R:3:mulliken_charge:R:1
O 2.15554 1.30331 0.51882 -1.2 0.5 0.7 -0.637
Mg 3.87737 0.47610 -0.13382 0.0 -0.3 -0.3 0.068
C -2.53832 1.86118 -1.40696 -0.7 0.7 -0.7 -0.664
O -1.79557 1.10566 -0.47742 0.6 0.2 -0.1 -0.295
C -2.57169 0.22024 0.40105 -0.9 -0.4 0.4 -0.359
C -1.58780 -0.62982 1.14554 0.1 0.1 0.5 -1.189
C -1.20689 -1.90355 0.45299 -0.6 -0.7 0.3 -0.382
O -0.05592 -1.59638 -0.40425 0.1 0.6 0.2 -0.238
C 0.40794 -2.64100 -1.22834 0.5 -0.9 -0.7 -0.659
Lu 0.19792 0.49572 0.14176 1.2 -0.4 -0.2 1.341
H -1.83625 2.49179 -1.96341 -0.2 -0.1 0.1 0.272
H -3.06952 1.19650 -2.10602 0.2 0.2 0.2 0.292
H -3.27171 2.49563 -0.88561 0.3 -0.2 -0.1 0.287
H -3.25641 -0.33548 -0.26859 0.3 0.2 0.2 0.384
H -3.17140 0.86127 1.06541 0.2 -0.2 -0.2 0.431
H -1.80046 -0.74026 2.21126 0.0 0.0 -0.4 0.470
H 2.22147 2.06681 1.12525 0.2 -0.1 -0.1 0.249
H -1.97510 -2.32323 -0.22505 0.2 0.2 0.2 0.380
H -0.89226 -2.68712 1.15951 0.0 0.3 -0.2 0.437
H 1.34001 -2.30372 -1.69713 -0.3 -0.1 0.0 0.239
H 0.62427 -3.54171 -0.63331 -0.1 0.3 -0.1 0.283
H -0.34937 -2.88917 -1.98826 0.3 0.1 0.2 0.288
```
Forces are in eV/Å.